C5H8 in the gas phase. Source: OMol25; level of theory: ωB97M-V/def2-TZVPD.

ORCA input file:
```
! wB97M-V def2-TZVPD RIJCOSX def2/J DEFGRID3
* xyz 0 1
C 0.03 0.83 -0.64
C 0.21 -0.64 -1.02
C 0.57 -1.32 0.29
C 0.24 -0.68 1.39
C -0.59 0.81 0.73
H -0.59 1.37 -1.35
H 1.01 1.33 -0.57
H -0.73 -1.05 -1.41
H 0.98 -0.78 -1.78
H 1.03 -2.31 0.26
H -0.03 0.11 2.05
H -1.66 0.55 0.75
H -0.47 1.77 1.28
*
```

Values from the calculation:
SMILES string: C1=CCCC1
Energy above the lowest of the compared OMol25 structures with the same formula, charge and spin (kcal/mol): 73.4
LUMO level (eV): 1.2
HOMO-LUMO gap (eV): 9.98

C5H8 in the gas phase. Source: OMol25; level of theory: ωB97M-V/def2-TZVPD.

ORCA input file:
```
! wB97M-V def2-TZVPD RIJCOSX def2/J DEFGRID3
* xyz 0 1
C -1.71 0.25 -0.45
C -1.00 -0.45 0.73
C 0.55 -0.42 0.68
C 1.29 0.03 -0.29
C 2.29 0.27 -1.09
H -1.39 1.30 -0.55
H -2.80 0.26 -0.31
H -1.53 -0.24 -1.41
H -1.39 -1.48 0.78
H -1.34 0.01 1.66
H 1.55 -0.10 1.23
H 2.47 -0.48 -1.85
H 2.97 1.10 -0.96
*
```

Values from the calculation:
SMILES string: C=C=CCC
Energy above the lowest of the compared OMol25 structures with the same formula, charge and spin (kcal/mol): 71.3
LUMO level (eV): 1.0
HOMO-LUMO gap (eV): 9.37

C5H8 in the gas phase. Source: OMol25; level of theory: ωB97M-V/def2-TZVPD.

ORCA input file:
```
! wB97M-V def2-TZVPD RIJCOSX def2/J DEFGRID3
* xyz 0 1
C 0.70 0.76 -0.32
C 1.09 -0.73 -0.29
C -0.56 -1.62 0.78
C -1.27 -0.51 0.58
C -0.82 0.81 -0.01
H 0.89 1.13 -1.33
H 1.28 1.34 0.41
H 0.68 -1.25 -1.15
H 2.09 -1.11 -0.07
H 0.68 -0.83 0.74
H -2.31 -0.62 0.88
H -1.39 1.01 -0.93
H -1.07 1.62 0.69
*
```

Values from the calculation:
Energy above the lowest of the compared OMol25 structures with the same formula, charge and spin (kcal/mol): 95.9
LUMO level (eV): 1.0
HOMO-LUMO gap (eV): 10.38

C5H8 in the gas phase. Source: OMol25; level of theory: ωB97M-V/def2-TZVPD.

ORCA input file:
```
! wB97M-V def2-TZVPD RIJCOSX def2/J DEFGRID3
* xyz 0 1
C 0.87 -1.47 -0.70
C 0.58 -1.30 0.79
C -0.02 -0.03 0.75
C -0.45 1.09 0.61
C -1.05 2.21 -0.02
H 0.08 -1.03 -1.46
H 0.89 -2.54 -0.84
H 1.79 -0.99 -1.05
H 1.51 -1.30 1.38
H -0.09 -2.09 1.16
H -2.01 1.66 -0.37
H -1.36 3.00 0.66
H -0.75 2.78 -0.91
*
```

Values from the calculation:
SMILES string: CC#CCC
Energy above the lowest of the compared OMol25 structures with the same formula, charge and spin (kcal/mol): 52.0
LUMO level (eV): 1.0
HOMO-LUMO gap (eV): 10.11

A molecular structure, C5H8Br3Cl. Source: OMol25; level of theory: ωB97M-V/def2-TZVPD.

ORCA input file:
```
! wB97M-V def2-TZVPD RIJCOSX def2/J DEFGRID3
* xyz 0 1
C 0.98 1.20 0.88
C 0.39 0.56 -1.44
C 0.91 -1.22 0.31
C 0.68 0.12 -0.02
C -2.25 -0.46 0.45
Cl -2.99 -0.98 1.96
Br 2.95 -1.58 0.01
Br -2.69 -1.79 -0.91
Br -2.71 1.24 -0.17
H 2.08 1.22 0.92
H 0.48 2.16 0.38
H 0.42 1.04 1.78
H 0.89 1.38 -1.70
H 0.37 -0.25 -2.09
H -0.64 0.83 -1.49
H 0.88 -1.40 1.42
H 0.28 -2.08 -0.27
*
```

Values from the calculation:
Energy above the lowest of the compared OMol25 structures with the same formula, charge and spin (kcal/mol): 45.8
LUMO level (alpha / beta) (eV): -1.8 / -0.7
HOMO-LUMO gap (alpha / beta) (eV): 5.88 / 8.50

2 unconnected molecules or ions with the total composition C5H8BrF. Source: OMol25; level of theory: ωB97M-V/def2-TZVPD.

ORCA input file:
```
! wB97M-V def2-TZVPD RIJCOSX def2/J DEFGRID3
* xyz 0 1
C 0.70 -0.06 0.22
C -0.12 -1.00 -0.16
C 1.93 -0.39 1.05
C 0.51 1.38 -0.11
C -2.55 -0.50 -1.15
F -0.11 -2.31 0.04
Br -3.35 0.57 0.14
H 2.13 -1.46 1.05
H 2.79 0.14 0.65
H 1.76 -0.07 2.07
H 1.34 1.73 -0.72
H -0.41 1.54 -0.66
H 0.49 1.97 0.80
H -2.25 -0.01 -2.05
H -2.86 -1.53 -1.18
*
```

Values from the calculation:
Energy above the lowest of the compared OMol25 structures with the same formula, charge and spin (kcal/mol): 70.7
LUMO level (alpha / beta) (eV): 0.0 / 0.0
HOMO-LUMO gap (alpha / beta) (eV): 8.56 / 8.94

C5H8BrN in the gas phase. Source: OMol25; level of theory: ωB97M-V/def2-TZVPD.

ORCA input file:
```
! wB97M-V def2-TZVPD RIJCOSX def2/J DEFGRID3
* xyz 0 1
C 1.50 -1.19 1.14
C -1.13 2.22 -0.01
C 0.82 -0.07 0.97
C -0.97 0.96 -0.16
C 0.10 -0.84 -1.27
N 0.15 0.21 -0.22
Br -2.93 -0.48 0.09
H 2.10 -1.58 1.98
H 1.43 -2.05 0.50
H -2.10 2.65 0.23
H -0.18 2.84 -0.16
H 0.89 0.86 1.57
H 1.04 -1.16 -1.73
H -0.10 -1.85 -0.86
H -0.61 -0.51 -2.05
*
```

Values from the calculation:
SMILES string: C=CN(C)C(=C)Br
Energy above the lowest of the compared OMol25 structures with the same formula, charge and spin (kcal/mol): 45.4
LUMO level (eV): -0.4
HOMO-LUMO gap (eV): 8.56

A molecular structure, C5H8CeO3. Source: OMol25; level of theory: ωB97M-V/def2-TZVPD.

ORCA input file:
```
! wB97M-V def2-TZVPD RIJCOSX def2/J DEFGRID3
* xyz 1 2
Ce -1.13 -1.47 -0.48
O 0.95 -1.10 -0.16
O 0.38 1.08 -0.10
C -0.69 1.82 -0.63
C -1.83 1.46 0.31
O -1.66 0.13 0.73
C 0.97 0.02 0.58
H -0.44 2.89 -0.59
H -0.84 1.60 -1.70
H -2.81 1.77 -0.10
H -1.65 2.01 1.25
C 2.33 0.48 1.04
C 1.59 -0.06 2.25
H 3.15 -0.14 0.65
H 2.46 1.57 1.01
H 2.04 -0.98 2.66
H 1.32 0.71 2.98
*
```

Values from the calculation:
Energy above the lowest of the compared OMol25 structures with the same formula, charge and spin (kcal/mol): 0.0
Expectation value of S²: 0.752
LUMO level (alpha / beta) (eV): -5.1 / -5.1
HOMO-LUMO gap (alpha / beta) (eV): 6.21 / 6.23

A molecular structure, C5H8Cl. Source: OMol25; level of theory: ωB97M-V/def2-TZVPD.

ORCA input file:
```
! wB97M-V def2-TZVPD RIJCOSX def2/J DEFGRID3
* xyz 0 2
Cl 1.16 1.02 -0.62
H 2.88 1.34 -0.62
C 4.07 0.95 -0.52
H 4.28 0.58 -1.52
H 4.64 1.85 -0.29
C 4.06 -0.11 0.56
C 5.10 -0.67 1.27
C 2.74 -0.54 0.84
C 1.87 -0.99 1.75
H 4.86 -1.37 2.09
H 6.15 -0.48 1.10
H 1.84 -0.16 -0.08
H 0.84 -0.71 1.53
H 1.95 -1.62 2.65
*
```

Values from the calculation:
Energy above the lowest of the compared OMol25 structures with the same formula, charge and spin (kcal/mol): 56.9
Expectation value of S²: 0.757
LUMO level (alpha / beta) (eV): 0.0 / -1.9
HOMO-LUMO gap (alpha / beta) (eV): 8.91 / 7.28

5 unconnected molecules or ions with the total composition C5H8Cl12. Source: OMol25; level of theory: ωB97M-V/def2-TZVPD.

ORCA input file:
```
! wB97M-V def2-TZVPD RIJCOSX def2/J DEFGRID3
* xyz 0 1
C -17.11 -4.65 11.36
Cl -16.56 -5.40 9.84
Cl -17.85 -5.87 12.42
Cl -18.22 -3.30 11.04
H -16.23 -4.23 11.83
C -23.54 -2.25 8.23
Cl -25.01 -3.21 8.26
Cl -22.24 -3.13 9.04
Cl -23.76 -0.68 9.00
H -23.27 -2.13 7.19
C -16.40 -7.93 7.26
Cl -17.19 -8.80 5.95
Cl -16.42 -8.86 8.78
H -15.37 -7.76 7.00
H -16.91 -6.98 7.41
C -21.74 -10.54 7.19
Cl -23.40 -10.99 6.96
Cl -20.68 -11.20 5.93
H -21.52 -9.48 7.21
H -21.39 -11.00 8.11
C -19.57 -5.51 7.60
Cl -20.20 -6.95 6.84
Cl -18.56 -4.53 6.49
H -20.36 -4.83 7.88
H -18.96 -5.74 8.47
*
```

Values from the calculation:
SMILES string: ClC(Cl)Cl.ClC(Cl)Cl.ClCCl.ClCCl.ClCCl
Energy above the lowest of the compared OMol25 structures with the same formula, charge and spin (kcal/mol): 1.7
LUMO level (eV): 0.3
HOMO-LUMO gap (eV): 11.14

2 unconnected molecules or ions with the total composition C5H8Cl2S. Source: OMol25; level of theory: ωB97M-V/def2-TZVPD.

ORCA input file:
```
! wB97M-V def2-TZVPD RIJCOSX def2/J DEFGRID3
* xyz 0 1
C -0.79 -0.21 1.22
C 0.19 -0.39 0.09
C -1.06 -1.00 0.04
C 1.51 -1.06 0.01
C 0.27 1.47 -0.96
S -1.09 2.52 -0.59
Cl -1.15 -2.81 0.13
Cl -2.34 -0.46 -1.12
H -0.65 -0.77 2.14
H -1.35 0.64 1.27
H 1.52 -1.79 0.83
H 2.38 -0.57 0.23
H 1.74 -1.59 -0.92
H 0.21 1.11 -2.02
H 1.28 1.86 -0.81
H -0.67 3.05 0.46
*
```

Values from the calculation:
Energy above the lowest of the compared OMol25 structures with the same formula, charge and spin (kcal/mol): 70.7
LUMO level (eV): 0.6
HOMO-LUMO gap (eV): 9.37

C5H8ClN in the gas phase. Source: OMol25; level of theory: ωB97M-V/def2-TZVPD.

ORCA input file:
```
! wB97M-V def2-TZVPD RIJCOSX def2/J DEFGRID3
* xyz 0 1
C 1.96 -1.09 0.00
C -0.47 -0.61 -1.72
C 0.73 0.60 1.75
C -0.47 -0.09 -0.30
C 0.92 0.31 0.21
N 2.57 -2.04 -0.14
Cl 1.84 1.58 -0.55
H -0.14 0.23 -2.42
H -1.45 -0.87 -2.09
H 0.21 -1.57 -1.89
H 0.33 1.55 1.90
H 0.02 0.03 2.19
H 1.76 0.47 2.20
H -0.98 -0.86 0.51
H -1.10 0.79 -0.25
*
```

Values from the calculation:
SMILES string: CC[C@](C)(Cl)C#N
Energy above the lowest of the compared OMol25 structures with the same formula, charge and spin (kcal/mol): 34.2
LUMO level (eV): 0.7
HOMO-LUMO gap (eV): 12.10

Per-record calculated total energy, eV: -5310.98574, -5311.07446, -5310.00646, -5311.91409, -227960.45323, -78070.24966, -76844.33072, -24375.60389, -17832.14280, -155583.58202, -41191.51629, -19325.46901
Per-record max |F|, eV/Å: 2.81, 3.22, 1.49, 3.72, 4.67, 2.35, 2.82, 4.35, 4.53, 1.33, 5.79, 6.12